Record 1
The following is a quantum chemistry calculation of a cluster of 9 separate species, C36H99N9O9 in total in a non-equilibrium geometry, from the OMol25 dataset.

* SMILES string: COC[C@H](C)N.COC[C@H](C)N.COC[C@H](C)N.COC[C@H](C)N.COC[C@H](C)N.COC[C@H](C)N.COC[C@H](C)N.COC[C@H](C)N.COC[C@H](C)N
* Kohn-Sham gap: 0.3405 Eh
* charge: 0
* ΔE to the lowest compared entry with this formula, charge and spin: 63.0 kJ/mol
* largest force on an atom: 2.045 eV/A

XYZ file:
```
153
C36H99N9O9 the ωB97M-V functional and the def2-TZVPD basis
C -6.1261 -1.1870 1.0589
C -6.9385 -0.0199 0.5013
C -6.1542 0.8976 -0.4221
O -5.0813 1.4865 0.2743
C -4.1059 2.0287 -0.6043
N -8.1574 -0.4797 -0.2150
H -5.3092 -0.8289 1.6880
H -5.6942 -1.8275 0.2822
H -6.7903 -1.8502 1.6175
H -7.3228 0.6333 1.2932
H -6.8536 1.6419 -0.8337
H -5.8165 0.3189 -1.3042
H -3.6752 1.2300 -1.2186
H -3.2835 2.3902 0.0185
H -4.4833 2.8655 -1.1997
H -7.9166 -1.1878 -0.9126
H -8.7306 -1.0023 0.4453
C -1.9226 -1.3761 4.2880
C -1.2317 -2.3480 5.2449
C -2.0872 -2.5723 6.4611
O -1.3653 -3.3628 7.3726
C -1.9850 -3.4987 8.6379
N -1.0270 -3.6066 4.4511
H -1.5012 -1.4140 3.2866
H -1.8669 -0.3543 4.6652
H -2.9760 -1.6694 4.2036
H -0.2369 -2.0011 5.5173
H -3.0272 -3.0895 6.1932
H -2.3811 -1.5890 6.8712
H -2.2207 -2.5160 9.0587
H -1.3061 -4.0596 9.2747
H -2.9015 -4.1049 8.5522
H -1.8447 -4.2118 4.5413
H -0.3061 -4.1275 4.9632
C 4.0585 3.3502 1.3685
C 3.8380 4.8665 1.1326
C 2.3917 5.1088 0.7830
O 2.0329 4.3701 -0.3514
C 0.7347 4.6869 -0.8243
N 4.1550 5.7019 2.3476
H 4.9858 3.1707 1.9164
H 4.1313 2.8316 0.4026
H 3.2227 2.8906 1.8993
H 4.5536 5.1875 0.3704
H 2.2463 6.1842 0.5851
H 1.7421 4.8743 1.6369
H 0.5264 3.8809 -1.5326
H 0.7164 5.6733 -1.2841
H -0.0078 4.5402 -0.0282
H 3.4353 5.5802 3.0686
H 4.9574 5.2557 2.7954
C 2.8145 -3.1541 3.3659
C 2.0968 -2.6275 2.1344
C 2.9976 -2.4781 0.9261
O 3.9093 -1.4529 1.1510
C 4.6385 -1.1173 -0.0219
N 0.9032 -3.4612 1.8531
H 3.5685 -2.4452 3.7193
H 3.3075 -4.1153 3.2046
H 2.1017 -3.2846 4.1853
H 1.7064 -1.6157 2.3723
H 2.3344 -2.2718 0.0687
H 3.4811 -3.4494 0.7443
H 5.1575 -1.9830 -0.4518
H 5.4186 -0.4178 0.3018
H 4.0353 -0.6094 -0.7818
H 0.3515 -3.1558 1.0636
H 0.3462 -3.5242 2.7023
C 0.5132 0.5305 -1.5996
C 0.0722 1.1331 -0.2506
C -0.5791 0.0973 0.6058
O -1.7350 -0.2902 -0.0514
C -2.5336 -1.2331 0.6515
N 1.2045 1.7597 0.4437
H -0.2912 0.0783 -2.1957
H 1.2602 -0.2644 -1.4761
H 1.0031 1.2714 -2.2413
H -0.6769 1.8688 -0.5627
H -0.8194 0.5067 1.5989
H 0.0861 -0.7622 0.7830
H -3.3614 -1.4077 -0.0246
H -2.8790 -0.8003 1.6041
H -1.9552 -2.1246 0.9111
H 1.7421 2.4301 -0.1122
H 1.8858 1.0610 0.7437
C 1.8883 0.8722 4.0443
C 0.5722 1.6408 4.0838
C 0.1440 1.8779 5.4926
O -0.1268 0.6481 6.0628
C -0.1409 0.6094 7.4538
N 0.6839 2.8839 3.2827
H 2.6317 1.4639 4.6059
H 2.3156 0.7249 3.0549
H 1.8381 -0.0748 4.5832
H -0.1819 1.0100 3.5767
H -0.7035 2.5790 5.5766
H 0.9375 2.3909 6.0637
H -0.9622 1.2075 7.8534
H 0.8233 0.9282 7.8793
H -0.2010 -0.4420 7.7403
H -0.2342 3.3328 3.2800
H 0.8201 2.5332 2.3142
C 0.1354 0.5571 -9.3313
C -0.6423 -0.5478 -8.6312
C -0.8424 -0.1896 -7.1592
O 0.3944 -0.3148 -6.4890
C 0.2785 -0.0967 -5.1221
N -1.9690 -0.7153 -9.2664
H 1.1202 0.6957 -8.8817
H -0.4258 1.4900 -9.2142
H 0.2808 0.3444 -10.3904
H -0.0556 -1.4705 -8.6410
H -1.5739 -0.8971 -6.7331
H -1.2279 0.8436 -7.1073
H -0.2327 -0.9503 -4.6587
H -0.3027 0.8054 -4.9236
H 1.2858 -0.0496 -4.7255
H -2.7224 -0.5199 -8.6090
H -2.0908 0.0082 -9.9718
C 1.7285 4.1837 -4.3898
C 3.2700 4.2303 -4.2721
C 3.8681 3.0824 -5.0714
O 5.2470 2.9930 -4.8235
C 5.8414 1.9651 -5.5678
N 3.7324 5.5461 -4.7766
H 1.3085 4.7143 -3.5365
H 1.3487 3.1625 -4.2603
H 1.4056 4.6445 -5.3182
H 3.5564 4.1863 -3.2173
H 3.6945 3.3439 -6.1257
H 3.3734 2.1432 -4.7852
H 5.5965 0.9712 -5.1494
H 6.9185 2.0878 -5.4964
H 5.5012 1.9224 -6.6099
H 4.7537 5.5522 -4.8453
H 3.3984 5.7757 -5.7056
C -0.9735 -4.1449 -2.7068
C -0.4456 -4.6621 -1.3746
C -1.5003 -5.3834 -0.5499
O -2.3908 -4.4030 -0.0182
C -3.4766 -4.9670 0.6683
N 0.6317 -5.6439 -1.6466
H -0.1345 -3.6697 -3.2248
H -1.7822 -3.4340 -2.5612
H -1.3090 -4.9869 -3.3145
H -0.0174 -3.8275 -0.8031
H -0.9943 -5.9180 0.2744
H -2.0232 -6.1492 -1.1418
H -3.1409 -5.7239 1.3972
H -4.1580 -5.4815 -0.0190
H -3.9603 -4.1857 1.2504
H 1.1039 -5.8958 -0.7855
H 1.3159 -5.2592 -2.2884
```

These are the Löwdin partial charges, in e, on atoms 1 to 4: C -0.066; C -0.425; C -0.237; O -0.181

***

Record 2
The following is a quantum chemistry calculation of a cluster of 12 separate species, C36H96O36S12 in total in a non-equilibrium geometry, from the OMol25 dataset.

* SMILES string: CCOS(C)(=O)=O.CCOS(C)(=O)=O.CCOS(C)(=O)=O.CCOS(C)(=O)=O.CCOS(C)(=O)=O.CCOS(C)(=O)=O.CCOS(C)(=O)=O.CCOS(C)(=O)=O.CCOS(C)(=O)=O.CCOS(C)(=O)=O.CCOS(C)(=O)=O.CCOS(C)(=O)=O
* Kohn-Sham gap: 0.3722 Eh
* charge: 0
* ΔE to the lowest compared entry with this formula, charge and spin: 730.0 kJ/mol
* largest force on an atom: 4.813 eV/A

XYZ file:
```
180
C36H96O36S12 the ωB97M-V functional and the def2-TZVPD basis
O 0.8477 -6.1775 3.6572
S 1.2684 -5.2731 2.6032
O 2.0532 -4.0524 2.9013
O 1.9264 -6.1590 1.3956
C 2.8493 -5.5438 0.5377
C 3.1191 -6.5165 -0.5438
C -0.1869 -4.6510 1.5569
H 3.8093 -5.2838 0.9838
H 2.4380 -4.6334 0.1017
H 3.9191 -6.0779 -1.1403
H 2.2720 -6.6971 -1.2055
H 3.5317 -7.4265 -0.1083
H 0.2675 -4.0723 0.7527
H -0.7518 -4.0380 2.2592
H -0.8086 -5.4140 1.0884
O -1.4259 4.1628 7.2261
S -0.4420 3.9094 6.2001
O 0.4028 4.9513 5.6124
O 0.5174 2.5507 6.5821
C 1.6253 2.2832 5.7650
C 2.1398 0.8608 6.0596
C -1.4021 3.1143 4.8553
H 2.3971 2.9932 6.0620
H 1.4745 2.3209 4.6861
H 2.6227 0.8227 7.0361
H 2.9076 0.5484 5.3518
H 1.2833 0.1911 6.1362
H -2.2232 3.7597 4.5432
H -1.8753 2.2211 5.2630
H -0.7308 2.8382 4.0421
O -3.8090 1.3579 -2.1084
S -2.6112 0.8892 -2.7736
O -1.3429 1.6712 -2.7228
O -2.2995 -0.7005 -2.2522
C -3.4677 -1.5529 -2.0667
C -3.7024 -1.7587 -0.5323
C -3.1445 0.5182 -4.5967
H -3.3349 -2.5392 -2.5112
H -4.4054 -1.2527 -2.5344
H -4.0067 -0.8369 -0.0366
H -2.7670 -2.0695 -0.0670
H -4.3511 -2.5735 -0.2108
H -2.5087 -0.2933 -4.9509
H -3.0494 1.4670 -5.1247
H -4.1604 0.1313 -4.5166
O -3.4128 -4.2199 2.5831
S -3.4277 -3.4635 3.8339
O -4.2678 -3.8647 5.0087
O -1.8370 -3.3493 4.3757
C -1.4933 -2.4743 5.3672
C -0.1862 -2.8734 6.0323
C -3.7682 -1.6888 3.5029
H -2.3714 -2.3444 5.9998
H -1.3517 -1.5193 4.8613
H 0.1406 -2.1966 6.8217
H 0.6668 -2.9864 5.3631
H -0.3471 -3.8169 6.5538
H -4.7992 -1.7324 3.1517
H -3.0890 -1.4259 2.6919
H -3.6504 -1.0800 4.3993
O -0.7608 1.7532 -7.0840
S 0.3497 1.1653 -6.3882
O 0.9916 1.8649 -5.3361
O -0.1199 -0.2692 -5.7560
C 0.8847 -0.9873 -5.1012
C 0.2978 -2.1797 -4.2560
C 1.7275 0.4390 -7.5194
H 1.5831 -0.3886 -4.5165
H 1.4871 -1.3975 -5.9118
H -0.4928 -2.7286 -4.7677
H -0.1946 -1.8376 -3.3457
H 1.0450 -2.8992 -3.9212
H 1.3085 -0.4157 -8.0505
H 2.5101 0.4057 -6.7614
H 1.9523 1.2355 -8.2288
O -2.4898 -6.4143 -0.1915
S -2.2814 -5.5621 -1.3678
O -1.5073 -4.3474 -1.2988
O -1.7074 -6.5450 -2.6010
C -1.3152 -5.9395 -3.7624
C 0.2108 -5.5395 -3.8089
C -4.0083 -5.3624 -2.1030
H -1.9009 -5.0525 -4.0039
H -1.5151 -6.6668 -4.5493
H 0.5867 -5.2566 -4.7922
H 0.8209 -6.4082 -3.5615
H 0.4827 -4.7487 -3.1097
H -4.5607 -6.2917 -2.2418
H -3.8476 -4.8371 -3.0444
H -4.5630 -4.6770 -1.4622
O -2.4004 5.2131 -2.5127
S -1.4113 5.5383 -3.5845
O -1.9098 5.9241 -4.8804
O -0.4996 6.7547 -2.9234
C -0.8668 8.1077 -3.3277
C -0.5425 9.0092 -2.0415
C -0.0546 4.2685 -3.7044
H -1.9238 8.2026 -3.5763
H -0.1818 8.4049 -4.1218
H -1.3246 8.7077 -1.3448
H -0.5311 10.0795 -2.2475
H 0.4848 8.8751 -1.7027
H -0.4939 3.5179 -4.3614
H 0.1289 3.9775 -2.6701
H 0.7817 4.7538 -4.2074
O 3.6329 -2.3645 -4.1506
S 4.4921 -1.2197 -4.4635
O 4.5416 -0.8278 -5.8793
O 4.0512 0.1299 -3.5746
C 4.5952 1.3954 -3.9927
C 3.6083 2.3264 -3.3041
C 6.1422 -1.3156 -3.7236
H 4.6874 1.6682 -5.0439
H 5.6001 1.4467 -3.5736
H 2.5790 1.9712 -3.3535
H 3.4545 3.2529 -3.8574
H 3.7425 2.3961 -2.2246
H 6.3795 -2.3674 -3.5640
H 6.0934 -0.8332 -2.7473
H 6.8663 -0.8322 -4.3794
O -1.7767 4.4416 2.0758
S -0.4404 5.0894 1.9858
O 0.1254 5.8163 3.1298
O 0.5705 3.8666 1.5127
C 1.9799 4.0477 1.6708
C 2.5914 2.7164 1.2940
C -0.4233 6.0638 0.3801
H 2.0879 4.2656 2.7333
H 2.4239 4.8385 1.0661
H 2.5235 2.6342 0.2092
H 2.1127 1.9180 1.8611
H 3.6210 2.7662 1.6482
H -0.7052 7.0861 0.6321
H -1.2108 5.6400 -0.2432
H 0.5694 5.9175 -0.0456
O -4.1334 1.0714 2.0711
S -5.4396 1.4926 1.6679
O -6.2726 0.5832 0.8317
O -6.2986 1.8520 3.0483
C -6.6609 0.7405 3.8861
C -8.0114 1.0976 4.4513
C -5.3340 3.1841 0.9853
H -5.8371 0.6017 4.5862
H -6.7740 -0.1835 3.3191
H -8.4076 0.2859 5.0614
H -8.7373 1.3214 3.6696
H -7.8856 1.9423 5.1286
H -4.5142 3.7612 1.4131
H -6.2753 3.7228 1.0937
H -5.1425 3.0912 -0.0837
O 7.1550 -1.9676 4.2266
S 5.9561 -1.2838 3.7631
O 5.3837 -0.1222 4.4723
O 6.0959 -0.8736 2.1676
C 5.1328 0.0121 1.6784
C 5.2868 0.0143 0.1585
C 4.5958 -2.5782 3.7029
H 5.3091 1.0149 2.0673
H 4.1397 -0.3331 1.9660
H 6.2604 0.4326 -0.0970
H 4.5863 0.7322 -0.2682
H 5.0640 -0.8998 -0.3918
H 4.3255 -3.0607 4.6421
H 4.9890 -3.2828 2.9701
H 3.6717 -2.0659 3.4350
O -0.5880 -1.6150 2.1199
S 0.1663 -0.3424 2.0472
O 0.5840 0.2997 3.3020
O 1.4210 -0.4764 1.0404
C 1.2254 -1.1387 -0.2534
C 1.5516 -0.1251 -1.3571
C -0.7886 0.8048 1.0064
H 0.1929 -1.4079 -0.4759
H 1.7758 -2.0753 -0.3429
H 1.0573 0.8461 -1.3324
H 1.2718 -0.5657 -2.3140
H 2.6308 0.0199 -1.4065
H -0.2088 1.6936 0.7571
H -1.6449 1.0912 1.6170
H -1.2884 0.3742 0.1387
```

These are the Löwdin partial charges, in e, on atoms 1 to 4: O -0.276; S 0.703; O -0.327; O -0.256

***

Record 3
The following is a quantum chemistry calculation of a cluster of 3 separate species, C12H22BrN4 in total in a non-equilibrium geometry, from the OMol25 dataset.

* <S²>: 0.76
* Kohn-Sham gap (spin up / spin down): 0.1089 / 0.2331 Eh
* charge: 0
* 2S+1: 2
* ΔE to the lowest compared entry with this formula, charge and spin: 2.9 kJ/mol
* largest force on an atom: 3.579 eV/A

XYZ file:
```
39
C12H22BrN4 the ωB97M-V functional and the def2-TZVPD basis
C -4.8663 -0.9094 7.2038
C -5.0346 0.0434 6.0349
N -4.0409 -0.1226 5.0062
C -4.1867 -0.6159 3.7024
C -2.9661 -0.5761 3.1026
N -2.0326 -0.1325 3.9947
C -2.6960 0.0804 5.1631
C -0.5887 0.0052 3.8196
H -5.6587 -0.8643 7.9510
H -3.8848 -0.8430 7.6733
H -4.9612 -1.9602 6.9303
H -5.0913 1.0936 6.3210
H -5.9804 -0.2925 5.6097
H -5.1623 -0.9024 3.3384
H -2.6292 -0.8509 2.1140
H -2.1662 0.4629 6.0230
H -0.3025 0.9904 3.4512
H -0.1777 -0.6626 3.0625
H -0.1381 -0.1352 4.8021
C 1.3292 -0.1148 -3.0861
C 2.6555 0.6855 -3.0575
N 3.2080 0.7104 -4.4338
C 2.9262 1.7350 -5.3518
C 3.7000 1.5281 -6.5343
N 4.3189 0.2981 -6.3753
C 4.0408 -0.2456 -5.0517
C 5.2602 -0.2803 -7.3422
H 0.7717 0.0359 -2.1616
H 1.5318 -1.1846 -3.0354
H 0.6958 0.0852 -3.9503
H 3.4427 0.4371 -2.3456
H 2.3569 1.7060 -2.8175
H 2.1613 2.4577 -5.1088
H 3.9083 2.0811 -7.4384
H 4.5434 -1.0789 -4.5832
H 4.8988 -1.3080 -7.3782
H 6.3146 -0.2978 -7.0665
H 5.1276 0.1220 -8.3465
Br -0.6272 -1.1805 0.1608
```

These are the Löwdin partial charges, in e, on atoms 1 to 4: C -0.075; C -0.181; N -0.053; C 0.016

***

Record 4
The following is a quantum chemistry calculation of a structure of composition C27H37AlCl2F2IN6OS, from the OMol25 dataset.

* Kohn-Sham gap: 0.2947 Eh
* charge: +1
* largest force on an atom: 0.991 eV/A

XYZ file:
```
78
C27H37AlCl2F2IN6OS the ωB97M-V functional and the def2-TZVPD basis
Al 0.2795 1.0774 -1.1518
Cl -2.4205 2.5124 -4.7332
C -2.4168 3.2945 -3.1862
C -3.1819 4.4584 -2.9895
C -3.1956 5.0812 -1.7731
Cl -4.1680 6.4878 -1.5419
C -2.4178 4.5849 -0.6962
C -2.3716 5.1122 0.6098
C -1.5432 4.5356 1.5364
C -0.7411 3.4453 1.1662
N -0.7803 2.9071 -0.0299
C -1.6240 3.4453 -0.9369
C -1.6629 2.7555 -2.1734
O -0.9474 1.6446 -2.2744
H -3.7808 4.8458 -3.8018
H -2.9922 5.9607 0.8642
H -1.5019 4.9071 2.5505
H -0.0461 3.0076 1.8729
F 2.5616 2.6973 -0.5342
C 1.9426 1.5546 -0.0536
F 2.8992 0.5189 -0.2358
H 1.9019 1.6951 1.0348
I 5.0542 1.4251 -5.3650
C 3.1983 1.4505 -4.4434
C 1.9795 1.7025 -5.0354
N 1.0571 1.5829 -4.0724
N 1.6018 1.2794 -2.8851
C 2.9110 1.1939 -3.0995
H 1.7284 1.9439 -6.0543
H 0.0608 1.7427 -4.1267
H 3.6052 0.9805 -2.3072
C -1.3454 -1.7138 -4.9916
C -1.4644 -2.2582 -3.5564
C -2.8990 -2.0854 -3.0281
C -1.0218 -3.7271 -3.4911
C -0.5928 -1.4560 -2.7128
N 0.0757 -0.7903 -2.0627
H -1.9413 -2.3362 -5.6586
H -0.3104 -1.7335 -5.3338
H -1.7184 -0.6907 -5.0486
H -3.5750 -2.6947 -3.6273
H -3.2140 -1.0442 -3.1034
H -2.9773 -2.3976 -1.9867
H -1.6498 -4.3147 -4.1594
H -1.1270 -4.1247 -2.4817
H 0.0148 -3.8386 -3.8093
C 4.0993 -2.9594 4.1019
C 3.4933 -3.9476 3.1054
C 2.1946 -3.4444 2.4699
C 2.4368 -2.2615 1.5302
N 1.2105 -1.7052 0.9705
C 0.4282 -0.8165 1.5732
S -0.8736 -0.1042 0.6936
N 0.6414 -0.5516 2.8580
C -0.0993 0.3779 3.7049
C -0.3465 -0.2362 5.0781
C -1.3032 -1.4310 5.0454
C -2.7537 -1.0207 4.7996
H 4.9732 -3.3928 4.5864
H 3.3757 -2.7112 4.8825
H 4.4203 -2.0363 3.6177
H 3.2831 -4.8841 3.6238
H 4.2152 -4.1732 2.3159
H 1.4918 -3.1732 3.2648
H 1.7230 -4.2487 1.9013
H 3.0569 -2.5842 0.6956
H 2.9871 -1.4647 2.0360
H 1.0231 -1.8629 -0.0046
H 1.3859 -1.0545 3.3205
H -1.0377 0.6072 3.2095
H 0.4797 1.2988 3.8161
H -0.7633 0.5421 5.7210
H 0.6111 -0.5352 5.5172
H -1.2389 -1.9595 5.9976
H -0.9838 -2.1297 4.2657
H -3.1133 -0.3781 5.6046
H -3.3971 -1.8992 4.7605
H -2.8626 -0.4848 3.8549
```

These are the Löwdin partial charges, in e, on atoms 1 to 4: Al 0.048; Cl 0.735; C -0.557; C -0.104

***

Record 5
The following is a quantum chemistry calculation of the ion C3H3N2O with charge +1 in a non-equilibrium geometry, from the OMol25 dataset.

* SMILES string: CC#[N+]C1=NO1
* Kohn-Sham gap: 0.2808 Eh
* charge: +1
* ΔE to the lowest compared entry with this formula, charge and spin: 528.4 kJ/mol
* largest force on an atom: 7.879 eV/A

XYZ file:
```
9
C3H3N2O the ωB97M-V functional and the def2-TZVPD basis
C -2.0274 -0.0572 0.1578
C 0.4299 -0.1519 0.2031
C 1.7994 0.0142 -0.0549
N -0.7408 -0.0376 0.4898
N -2.8548 0.3513 -0.7290
O -3.0979 -0.4329 0.7251
H 2.5450 0.2202 0.7258
H 1.7880 0.8427 -0.7411
H 2.1586 -0.7487 -0.7767
```

These are the Löwdin partial charges, in e, on atoms 1 to 4: C -0.543; C 0.172; C 0.056; N 0.359

***

Record 6
The following is a quantum chemistry calculation of a cluster of 2 separate species, C4H7S in total in a non-equilibrium geometry, from the OMol25 dataset.

* Kohn-Sham gap: 0.2356 Eh
* charge: -1
* ΔE to the lowest compared entry with this formula, charge and spin: 14.2 kJ/mol
* largest force on an atom: 2.641 eV/A

XYZ file:
```
12
C4H7S the ωB97M-V functional and the def2-TZVPD basis
S -0.8888 1.5286 -2.6606
H -1.0778 0.2097 -2.8699
C -0.9067 1.3167 0.8576
C -0.1416 0.3734 0.2247
C 0.5914 -0.6919 0.9133
C 1.2737 -1.6846 0.2711
H -0.9897 1.3714 1.9266
H -1.4359 2.0149 0.2405
H -0.0731 0.4150 -0.9009
H 0.5848 -0.6932 1.9808
H 1.8010 -2.4566 0.8085
H 1.2625 -1.7035 -0.7917
```

These are the Löwdin partial charges, in e, on atoms 1 to 4: S -0.203; H -0.425; C -0.018; C -0.249